1.
This record from OMol25 describes C31H54N3OP2Pt as an isolated structure in a non-equilibrium geometry. The level of theory is ωB97M-V/def2-TZVPD.

energy relative to the best compared isomer or geometry (same formula, charge and spin) = 2.674 eV
highest occupied orbital energy (spin up / spin down) = -8.974 / -9.510 eV
HOMO-LUMO gap (spin up / spin down) = 6.355 / 4.929 eV

```
! wB97M-V def2-TZVPD RIJCOSX def2/J DEFGRID3
* xyz 1 3
H -0.50799 4.11372 2.47712
H 2.88829 3.12170 4.82460
H 5.72561 1.79684 -1.10575
H -1.86298 0.30415 -5.39628
C 3.08115 -1.58225 1.33153
C -1.85766 -3.75936 1.07189
H -4.04250 3.54372 1.35110
C -1.50913 -3.63978 -1.43289
C 4.93465 -0.16199 -2.77154
H -3.93989 -4.34656 -0.63176
H 4.57273 3.49722 4.35637
H -3.13431 -0.09602 3.40574
C 4.92013 1.18624 -0.66353
H -2.81765 4.74693 1.79442
C 4.52890 -2.41065 -0.53659
C 2.10985 -3.03240 -0.44308
H 5.44944 -0.98493 -2.26754
C -0.11903 -0.21070 -4.23164
H 4.60268 -2.68900 -1.59351
C -2.43394 0.85617 -0.86927
P -2.25119 1.06296 0.87722
H -3.97953 -0.95945 -0.22920
N -0.24844 0.29492 -1.91353
Pt 0.63263 0.37729 0.05794
C 3.12838 -1.91709 -0.17066
H -4.34117 -2.96513 0.37816
H 2.08298 -1.21438 1.61889
H -0.44068 -3.75508 -1.21634
H 3.21455 4.18685 3.42292
C -1.41971 0.25962 -4.40205
C 4.04695 0.65827 -1.81323
H -4.48872 -1.12234 2.89642
N 3.60207 1.21595 2.40061
C 1.79410 -0.84087 -2.70974
H 5.39044 0.37701 -0.08745
C -2.31274 2.43429 3.36962
H -4.06414 -2.75989 -1.39343
H 2.31209 -3.86401 0.24847
H 4.35499 1.80891 0.03715
H -5.41920 2.04502 1.13464
C 3.57118 2.15013 3.08964
C -2.14748 0.66458 -3.29761
H 4.38927 -0.56974 -3.63203
H -3.30431 2.03754 3.59293
C -4.67814 -0.30530 0.29263
P 2.59617 -0.37521 -1.11394
H -2.19234 3.36516 3.94336
H -0.84169 -3.46619 1.37835
C -5.05177 1.40495 1.94793
C -2.05604 2.73557 1.88027
C 3.47963 1.84643 -2.60715
H 4.73609 -3.32121 0.04380
C 1.60934 1.90488 0.26612
C -1.58260 0.63284 -2.00074
C -2.25541 -3.06042 -0.23254
H -3.35388 1.37371 -1.19424
H 1.08036 -2.68923 -0.26506
H 1.64856 -1.93219 -2.73560
H 2.19455 -3.42958 -1.46303
N -0.74292 -1.09532 0.24783
H 3.29333 -2.49376 1.91098
O 2.18855 2.91283 0.37815
H -2.87377 -1.32930 2.15334
H 2.87496 1.52497 -3.46446
C -3.59263 -0.59192 2.54092
H 4.32877 2.41994 -3.00955
H 2.89174 2.52888 -1.98689
H 0.08663 2.48377 2.11255
H -5.48789 -0.92536 0.70480
H -2.55843 -3.51010 1.88342
C -1.81224 -1.54772 -0.08758
C -2.98058 3.79116 1.27110
H -1.58407 1.70012 3.73923
C -3.98547 0.41294 1.44509
C -3.74046 -3.27447 -0.48045
H -1.89099 -4.64088 -1.68935
C 0.43257 -0.20527 -2.95016
H -2.74341 3.93685 0.20795
H -1.63312 -2.99006 -2.31453
H -5.10346 0.38926 -0.44160
H 5.71259 0.51281 -3.16193
C -0.62375 3.25508 1.79509
H -4.75686 2.03853 2.78626
H -3.17981 1.00392 -3.38887
H -1.85849 -4.85048 0.95128
H -5.91182 0.80787 2.29696
H 0.47729 -0.59812 -5.05585
C 3.56097 3.30134 3.97376
H 3.79287 -0.79705 1.61833
H -0.37610 3.59607 0.78553
H 5.31641 -1.69058 -0.28248
H 2.45607 -0.61854 -3.55773
*
```

***

2.
This record from OMol25 describes C48H38BrGeIN7O2PV as an isolated structure in a non-equilibrium geometry. The level of theory is ωB97M-V/def2-TZVPD.

energy relative to the best compared isomer or geometry (same formula, charge and spin) = 1.473 eV
highest occupied orbital energy (spin up / spin down) = -12.645 / -11.857 eV
HOMO-LUMO gap (spin up / spin down) = 7.086 / 6.284 eV

```
! wB97M-V def2-TZVPD RIJCOSX def2/J DEFGRID3
* xyz 2 2
O 0.21133 -1.71867 0.55296
C 0.58013 -1.03440 3.54259
H -2.66982 -2.50315 2.03988
C 0.15683 2.11858 -4.04260
C -4.83368 1.41933 -0.36327
C -2.78148 -2.10639 3.04293
C 1.31350 1.85120 -3.30306
C 0.69094 4.45189 -4.07229
H 1.26018 -0.87198 5.58042
C 4.27765 -2.43613 -1.60788
C -1.47045 -3.83933 -5.65142
H 2.14408 -2.29512 -1.80576
C 0.41207 -2.35488 -5.99342
C -0.93684 2.85329 -0.98877
H 6.45910 0.02218 -2.37929
C -2.90322 -0.73532 3.25105
H -2.80460 2.95357 -1.70855
H -1.05519 3.59982 -4.98875
C 2.21390 1.85459 0.38984
C 0.17661 4.73073 -0.35753
H -2.54446 -3.52814 -3.81475
C 4.33507 0.17885 -2.56775
H 5.26970 1.72414 1.81447
Ge -2.95195 0.51045 1.71726
C 5.48913 -1.77848 -1.76257
C -6.26925 0.00143 -1.65764
C -5.80305 -1.10716 -0.96963
H -4.48457 2.40616 -0.08743
C 2.84104 -0.33268 0.69116
I -1.61778 -1.22079 -2.22173
H -0.27918 -3.80948 -7.41108
C -3.06596 -1.11832 5.62138
C 0.71403 1.02418 4.77375
H 3.11025 -0.61435 -7.09838
H 3.02318 2.73008 -2.33094
H -3.18099 -0.73635 6.62527
H -2.72607 -4.04065 3.95571
H 6.41136 -2.28392 -1.51604
P 1.42558 0.13630 -2.70346
C 1.46297 -1.94267 -6.83571
H -4.50300 -1.81266 0.57653
C 2.15942 -0.36269 -5.19533
N 0.24606 6.05154 -0.28608
C -2.80832 -2.97622 4.11951
C 2.31387 -0.94503 -6.45263
C -4.84241 -0.95288 0.01456
H -6.18909 2.12529 -1.87085
H 0.45049 5.46331 -4.35780
C -4.33349 0.30782 0.30936
C 0.88623 -0.34809 4.71388
N 1.94875 0.54604 0.22898
C 3.39201 2.32103 0.96853
C 4.04796 0.04554 1.24444
N -0.91835 4.16761 -0.87300
C 4.33864 1.40089 1.37972
C 1.14156 2.71268 -0.07819
N -0.13444 1.01821 2.54858
C 0.05013 -0.30315 2.49167
H -0.49371 1.29801 -4.33073
H 2.56827 -1.37874 0.62039
O -1.43069 -0.24978 0.65337
H 1.57631 -2.43366 -7.79007
H -3.16250 0.81922 4.69631
C -0.91214 -2.18129 -4.00199
C 0.21215 1.65885 3.64400
H 1.04730 6.48785 0.13789
H -2.19864 1.32160 -1.56679
C -3.04500 -0.24660 4.54486
Br -0.00782 3.53406 3.57012
C 2.14570 2.90507 -2.93786
V 0.29244 0.09338 -0.64681
H 2.84998 0.41286 -4.89177
H 4.74774 -0.71023 1.56294
C -0.38530 -0.83419 1.16922
C -0.44699 -3.38599 -6.43263
H 0.72424 -2.09888 3.45559
H 4.38416 1.18251 -2.96573
H 4.25986 -3.45104 -1.24103
C 3.11793 -0.46941 -2.39339
H -2.98468 -3.16307 6.24393
C -0.15443 3.40963 -4.42309
N 0.10606 2.04981 -0.64356
C -1.70940 -3.21533 -4.42354
N 1.22461 4.00957 0.08448
C -5.79388 1.26587 -1.34893
C 0.22176 -1.73081 -4.71271
C 1.16034 -0.74040 -4.31635
H -7.01959 -0.10891 -2.42303
N -2.06302 2.31577 -1.46563
C -2.95364 -2.48274 5.40636
H 3.53124 3.38296 1.09044
H -0.55491 6.60868 -0.52983
H 2.49828 5.00618 -3.07096
H 0.94552 1.58197 5.66549
C 3.10014 -1.78543 -1.92016
C 5.51346 -0.48141 -2.24792
H -2.50492 1.95288 1.93485
C 1.84059 4.19515 -3.34345
H -6.19663 -2.08835 -1.18796
H -2.11428 -4.64440 -5.97003
*
```

***

3.
This record from OMol25 describes C12H18MnN8O3S2 as an isolated structure. The level of theory is ωB97M-V/def2-TZVPD.

energy relative to the best compared isomer or geometry (same formula, charge and spin) = 0.275 eV
highest occupied orbital energy (spin up / spin down) = -11.131 / -11.320 eV
HOMO-LUMO gap (spin up / spin down) = 6.278 / 8.540 eV

```
! wB97M-V def2-TZVPD RIJCOSX def2/J DEFGRID3
* xyz 1 5
H -2.67726 1.78459 -1.97106
C -0.53132 -0.03093 1.49982
C 1.81101 0.70150 3.88347
H 0.66835 -4.06950 -2.65452
H 1.15564 -0.91256 2.66302
C -0.25777 -2.46190 -3.75324
N 0.84476 -0.38737 3.48642
C -2.91332 0.74534 -1.80748
N -4.91996 -1.88548 -1.17288
H 0.95615 -2.79672 -0.75500
H -4.73677 -2.77063 -1.62346
N -2.01257 -0.24183 -1.77625
H 0.66341 -1.02172 4.25818
H -1.28603 -0.12470 3.50396
C 4.49900 2.05531 -1.61090
H 2.47991 0.33802 4.65734
C -0.22595 1.78577 3.26020
S 0.43832 1.93416 -1.59911
C -0.42393 0.28541 2.98418
C 2.83571 3.89899 -1.72105
H -0.21474 -1.37188 -3.81339
H -5.79744 -1.46617 -1.44676
O -1.42741 0.49410 0.84477
H 1.72804 -2.68261 -2.96501
N 2.59994 5.02432 -1.76867
H 0.49711 1.64831 5.30332
N 5.59074 1.69298 -1.58256
H 1.41620 2.79333 4.32227
H -1.14636 2.24326 3.60922
C 2.13482 1.59281 -1.60794
N -2.67846 -1.37204 -1.54301
O 0.37395 -0.80341 1.04069
O 0.35125 -2.44184 -1.41727
H -1.27724 -2.76209 -3.51451
N -4.13906 0.28697 -1.62261
H 0.07115 2.29313 2.34234
H 0.00625 -2.85166 -4.73628
C 0.71052 -2.98589 -2.72775
Mn 0.01827 -0.31834 -1.16583
S 2.31010 -0.12546 -1.46942
N -3.90790 -1.00031 -1.47116
H 2.38832 0.95525 2.99739
C 3.12985 2.49223 -1.66299
C 0.89472 1.83927 4.30352
*
```

***

4.
This record from OMol25 describes a 2-piece molecular cluster, C3H10OS overall in a non-equilibrium geometry. The level of theory is ωB97M-V/def2-TZVPD.

energy relative to the best compared isomer or geometry (same formula, charge and spin) = 0.201 eV
SMILES = CCSC.O
highest occupied orbital energy = -8.528 eV
HOMO-LUMO gap = 9.144 eV

```
! wB97M-V def2-TZVPD RIJCOSX def2/J DEFGRID3
* xyz 0 1
H -0.59215 3.50197 -0.96720
H -0.47879 4.17260 0.68163
H 0.19443 -5.29434 -1.24505
H 0.01618 0.39778 1.81412
C 0.83582 0.81868 -0.13190
H -1.24583 2.64181 0.43783
H -0.70840 -6.34319 -0.62165
C -0.43560 3.26134 0.07706
H 0.03696 -1.01338 0.73593
O 0.14814 -6.24904 -1.06301
C -0.12737 0.05809 0.79251
S 1.18698 2.54487 0.31825
H -1.14776 0.29369 0.48033
H 0.51076 0.88788 -1.15212
H 1.80661 0.32125 -0.15673
*
```

***

5.
This record from OMol25 describes a 11-piece molecular cluster, C22H48O38S9 overall in a non-equilibrium geometry. The level of theory is ωB97M-V/def2-TZVPD.

SMILES = O=S1(=O)OCCO1.O=S1(=O)OCCO1.O=S1(=O)OCCO1.O=S1(=O)OCCO1.O=S1(=O)OCCO1.O=S1(=O)OCCO1.O=S1(=O)OCCO1.O=S1(=O)OCCO1.O=S1(=O)OCCO1.CCO.CCO
highest occupied orbital energy = -10.504 eV
HOMO-LUMO gap = 9.954 eV

```
! wB97M-V def2-TZVPD RIJCOSX def2/J DEFGRID3
* xyz 0 1
O 12.07459 9.46710 17.71042
O 10.66021 8.32488 19.55288
C 7.23346 17.06114 15.45904
O 19.60164 12.30868 15.67462
C 14.28525 16.26720 14.66336
H 16.40991 16.32100 14.00592
C 7.39580 17.41725 16.96789
O 14.62616 7.72048 15.09850
S 11.41797 17.91504 17.20548
O 12.67511 14.82392 23.31406
O 9.47918 12.70370 12.10364
H 11.87430 11.72298 16.02360
H 10.49273 9.82334 16.41431
O 14.12090 15.08426 13.88824
C 14.05704 11.88692 20.23710
O 12.04376 15.21902 20.88582
O 15.32462 14.62654 18.28240
H 15.60961 10.31097 19.74360
H 15.51699 13.29440 16.06579
H 9.87024 16.84230 21.13520
H 13.37180 14.55998 14.18076
H 7.50169 13.41320 14.32988
H 10.51623 14.39782 19.65228
H 10.94181 20.32380 19.13914
C 12.33611 13.59358 17.16288
O 14.54077 10.21586 15.39840
H 6.53388 17.93646 17.38694
C 14.28378 14.16390 10.92442
H 17.76895 7.29020 15.43232
H 9.67587 19.93522 16.32374
H 13.45963 16.97881 14.67258
C 17.05902 8.30634 17.33384
H 12.60380 13.06602 18.07837
H 14.66935 15.10284 11.32168
C 17.20342 14.50148 15.64532
H 8.16315 17.01537 14.89188
O 15.71094 8.82230 17.11930
H 12.30002 13.88680 11.91604
H 10.99605 13.47892 14.65932
H 11.47250 7.15304 15.57246
O 11.48879 13.00240 22.07804
O 10.56764 17.04788 16.34622
O 10.92640 10.69086 12.94778
C 8.23291 13.34532 12.23700
H 7.61052 13.13932 11.36620
O 7.82624 16.26770 17.71191
H 12.00781 9.48038 15.73796
S 15.24160 8.94760 15.57658
S 13.29553 13.64416 8.59819
H 14.22146 10.33332 18.69328
S 11.70665 14.45520 22.28456
O 6.60787 14.00134 17.54248
O 18.13883 11.52054 17.55606
H 8.93754 15.28604 20.83638
S 15.64136 13.42076 19.05578
O 13.21657 7.94358 19.63516
H 17.90660 14.68596 14.83316
H 12.99972 14.45718 17.11922
H 8.45677 14.41194 12.25502
O 16.98213 13.46680 19.71250
H 9.24039 20.00898 18.73834
H 11.32187 13.94648 17.34964
C 7.71165 12.68848 13.54324
C 10.49560 20.25508 16.96704
S 11.94942 8.24004 18.86780
H 17.46123 9.13050 17.92298
O 10.45512 18.46557 18.42138
C 11.33740 9.14399 16.52886
O 12.47754 13.25960 9.98833
H 14.19795 11.53492 21.25902
C 10.26943 19.88912 18.39951
O 14.56559 14.12482 9.51568
O 8.78129 11.77752 14.00698
C 10.90492 15.32286 20.07810
H 14.87270 13.31716 11.27698
S 7.53411 14.89278 16.79286
C 11.13133 7.58820 16.51180
O 8.63119 10.28040 11.97704
H 16.69159 15.41642 15.94374
C 12.33084 12.70412 15.89298
H 6.77794 12.14872 13.38530
O 16.83936 9.06826 15.07684
H 11.09026 16.02946 19.26912
O 11.94850 13.51816 14.77290
H 12.99382 11.85630 19.99892
O 8.84678 14.42430 16.37110
O 17.01803 12.20844 15.29344
H 15.64018 13.37814 14.31690
C 16.22158 13.38318 15.23888
H 13.35653 12.37652 15.72344
O 11.59231 19.46926 16.60762
H 15.83850 17.96658 14.29350
C 9.88136 15.75248 21.11874
H 17.06650 7.31470 17.78628
O 12.72393 14.79414 7.92540
C 14.88147 10.97468 19.27734
H 10.66769 21.31916 16.80510
O 10.35143 15.30762 22.32970
H 10.07833 7.39826 16.71966
S 18.32576 12.32780 16.38012
O 15.38141 11.93168 18.34592
O 11.84556 7.10638 17.62550
O 17.90667 13.89544 16.74951
O 13.59408 12.50252 7.77136
H 12.43954 15.14700 10.58100
H 18.64726 8.79395 15.76510
H 15.35147 17.14720 12.89938
O 12.68923 17.35092 17.64484
C 15.53808 16.97356 13.95916
H 14.60170 15.96280 15.66100
O 6.75089 15.70472 15.60070
O 14.52844 13.21966 20.19480
C 17.68989 8.28408 15.87282
H 8.19251 18.15608 17.05430
H 6.62159 17.74368 14.86926
S 9.56132 11.15936 12.67148
C 12.75129 14.17652 10.96708
*
```

***

Quick rundown of total energy, same order as above: -2254.78372, -8619.34864, -3078.98321, -593.70972, -7309.46764 hartree